Record 1
Formula: C38H55LuNO2P2
Source: OMol25
Level of theory: the ωB97M-V functional and the def2-TZVPD basis

The geometry in XYZ format:
```
99
Properties=species:S:1:pos:R:3:forces:R:3:lowdin_charge:R:1
Lu 0.99272 0.01249 -0.17573 -0.54 1.67 1.22 1.8218
P -4.06261 -4.68861 0.45482 -0.57 -1.06 0.62 0.8155
P -6.04279 -3.30468 2.32264 -0.59 -0.78 0.40 0.7873
O 3.22610 -1.86968 -1.83792 0.13 1.51 0.58 0.0538
O 2.99845 -0.00529 -0.58715 0.53 -1.26 -0.54 -0.2806
N 4.08310 2.11359 -2.14355 -0.48 -0.49 -0.61 0.0773
C 4.55847 4.79740 0.37714 0.02 -0.07 -0.38 -0.2394
C -0.60660 -3.05714 0.96538 -0.03 -0.51 0.76 -0.1765
C -6.60381 -3.84932 4.00242 0.10 0.38 0.06 -0.3306
C -7.67863 -3.68096 1.52858 0.13 0.35 -0.10 -0.3229
C 0.04273 2.16605 -0.86753 -0.54 -0.56 0.17 -0.3305
C -2.67605 -0.78126 0.42932 0.37 0.55 0.35 -0.0918
C 7.13680 -0.70748 -2.84725 0.11 0.11 -0.01 -0.0597
C 6.33843 1.57356 -2.90930 -0.04 -0.21 0.14 -0.0271
C 4.91733 -0.19698 -2.01396 0.32 0.62 -0.52 -0.0830
C -5.17269 -4.89364 1.92045 0.11 0.13 -0.27 -0.6105
C 4.87896 3.67054 -0.40148 -0.82 0.17 -0.47 -0.1773
C -1.74820 -1.89057 -1.75462 -0.54 0.77 0.06 -0.1524
C -1.34090 2.49612 -0.78288 0.59 -0.31 0.52 -0.2310
C 7.34634 0.64349 -3.16206 -0.23 -0.23 0.22 -0.0515
C 0.71851 1.48024 -2.02306 0.59 0.55 -0.75 -0.1350
C 2.67288 5.29866 -1.09023 0.34 0.12 0.27 -0.0693
C -1.59499 2.97077 0.51859 0.54 -0.09 -0.32 -0.2260
C 4.05141 3.35259 -1.50736 -0.09 0.56 0.57 -0.2216
C 5.36892 5.15064 1.60498 -0.09 0.15 0.09 -0.0496
C 5.92748 -1.11670 -2.29584 0.25 -0.02 -0.25 -0.0144
C -2.33565 2.32003 -1.86364 -0.53 0.07 -0.48 -0.0419
C 3.64618 -0.75772 -1.48864 -0.59 -0.83 0.24 -0.5069
C -2.90920 3.39412 1.05505 -0.44 0.25 0.10 -0.0377
C -5.24852 -5.20641 -0.86079 0.27 0.09 -0.18 -0.2812
C -1.24121 -2.14150 2.04985 0.18 -0.52 0.26 -0.1850
C -3.14989 -6.27178 0.65014 0.07 -0.03 -0.23 -0.3062
C 5.99032 2.75831 -0.02620 0.49 -0.25 0.36 -0.0232
C 2.99027 4.20284 -1.87509 0.24 -0.09 0.24 -0.0434
C 5.12432 1.17493 -2.31786 0.55 -0.34 -0.28 -0.2005
C -2.85420 -1.77242 -0.67331 -0.39 -0.71 -0.43 -0.2239
C 0.61751 2.43145 0.41799 -0.38 -0.39 0.40 -0.3450
C 2.00743 2.21013 0.89424 0.71 0.50 -0.08 -0.1019
C 0.19450 -2.40425 -0.13511 -0.71 -0.42 -1.30 -0.1701
C -0.39802 2.93917 1.25409 -0.12 -0.74 -0.75 -0.2266
C -0.18303 3.28605 2.67315 0.19 0.26 0.62 -0.0373
C -2.03535 -0.95496 1.59772 -0.03 0.48 -0.37 -0.1151
C 3.46153 5.58795 0.03299 -0.34 0.15 -0.02 -0.0598
C -0.31225 -1.89012 -1.30806 0.19 -1.86 0.62 -0.1803
H -0.43429 -1.80187 2.72648 -0.29 -0.01 -0.18 0.1115
H 0.85712 2.14383 -2.88970 0.01 -0.33 0.09 0.1165
H -1.94405 -2.81666 -2.33089 0.33 0.28 0.21 0.1392
H 4.90991 6.01227 2.10447 0.18 -0.18 -0.09 0.0775
H 1.78498 1.15892 -1.77673 -0.87 0.56 -0.63 0.0464
H -7.60506 -3.66240 0.43454 -0.16 0.03 0.26 0.0153
H -8.04696 -4.65802 1.87356 0.07 0.26 -0.21 0.0404
H 0.26178 2.44850 3.23058 -0.16 0.14 0.00 0.0816
H -1.88912 -2.78346 2.68487 0.36 0.26 -0.28 0.1252
H 2.71205 2.04414 0.07357 0.00 -0.02 0.39 0.0537
H -2.43434 -6.37437 -0.17693 -0.11 -0.19 0.24 0.0366
H -4.69797 -5.22579 -1.81279 -0.32 -0.07 0.14 0.0380
H -3.19732 0.17317 0.27404 0.27 -0.31 0.25 0.1020
H 1.28923 -2.59887 -0.09046 -0.36 0.46 -0.17 0.1163
H -7.23778 -4.74337 3.91852 0.22 0.22 0.12 0.0409
H 6.40704 5.41499 1.35501 -0.28 -0.10 0.05 0.0934
H -3.72039 2.78060 0.64537 0.03 0.11 0.13 0.0703
H -1.11805 3.57343 3.16046 0.19 -0.07 0.03 0.0724
H 0.51732 4.12571 2.79042 -0.14 -0.08 -0.04 0.0904
H -4.55160 -5.17958 2.78662 -0.20 0.12 -0.29 0.0448
H 2.11363 1.40097 1.66473 0.10 0.07 -0.22 0.0914
H -5.63038 -6.21302 -0.63382 0.01 0.31 -0.15 0.0464
H -1.89389 -1.07369 -2.48249 0.22 -0.21 0.15 0.1075
H 0.39418 -1.72095 -2.13773 0.17 0.18 0.40 0.1172
H 7.91095 -1.45285 -3.04260 -0.23 0.31 0.04 0.1114
H 8.28909 0.96993 -3.61116 -0.37 -0.15 0.16 0.1152
H -3.30766 1.99896 -1.45745 0.22 0.07 -0.18 0.0730
H -2.91836 3.30096 2.14648 -0.18 0.02 -0.20 0.0703
H -2.12553 -0.16501 2.35047 0.06 -0.10 -0.30 0.1112
H -3.08400 -2.79247 -0.27843 0.33 1.16 -0.18 -0.0212
H -5.90577 -5.69440 1.71216 0.31 0.15 0.26 0.0562
H -3.13712 4.44188 0.81258 -0.02 -0.21 0.05 0.0927
H -2.52114 3.25118 -2.42706 0.05 -0.28 0.17 0.0944
H -2.01141 1.56841 -2.59710 -0.11 0.10 0.08 0.0649
H 5.74297 -2.17010 -2.08802 0.06 0.27 -0.05 0.1239
H 1.81757 5.92814 -1.34555 0.32 -0.18 0.08 0.1118
H -5.72623 -4.06932 4.62267 -0.28 0.11 0.00 0.0312
H -7.17783 -3.02899 4.45208 0.10 -0.30 0.09 0.0355
H 5.62944 1.73077 0.12834 0.15 0.18 -0.07 0.0964
H 6.46707 3.08431 0.89870 -0.03 -0.09 -0.11 0.0720
H 0.09372 -3.72281 1.50453 -0.25 0.30 -0.22 0.1254
H 0.14499 0.59570 -2.41040 0.22 0.32 0.02 0.0812
H -6.08097 -4.49435 -0.94534 0.28 -0.23 -0.03 0.0245
H 6.49602 2.62852 -3.16560 -0.22 -0.45 0.10 0.1319
H -3.86343 -7.10815 0.64325 0.34 0.08 0.04 0.0443
H -3.77570 -1.45850 -1.19805 0.38 -0.29 0.05 0.1231
H 2.41012 3.96158 -2.76622 0.04 0.07 0.19 0.1072
H 3.29898 1.96440 -2.77237 0.43 0.16 0.18 0.1247
H 5.39786 4.32524 2.33086 0.01 0.19 -0.19 0.0834
H -2.60495 -6.25381 1.60379 -0.07 -0.08 -0.28 0.0369
H -8.37600 -2.89651 1.85608 0.06 -0.25 -0.22 0.0388
H -1.37996 -3.74368 0.58431 0.23 0.48 -0.27 0.0775
H 6.76137 2.73080 -0.80466 -0.09 -0.08 0.30 0.0803
H 3.22150 6.44468 0.67111 0.02 -0.28 -0.31 0.1104
H 2.37224 3.11134 1.39996 0.04 -0.16 0.07 0.1074
```
Positions in Å, forces in eV/Å.

Calculated values
Energy, hartree: -3604.19688
HOMO-LUMO gap, eV: 5.68
Multiplicity: 1
Net charge: +1

Record 2
Formula: C46H46CsN10O9PS
Source: OMol25
Level of theory: the ωB97M-V functional and the def2-TZVPD basis

The geometry in XYZ format:
```
114
Properties=species:S:1:pos:R:3:forces:R:3:lowdin_charge:R:1
Cs 1.93593 -0.53533 -0.29392 -0.90 1.28 -0.15 1.0737
S 4.55457 1.63447 -1.69598 0.06 -0.01 -0.06 0.5522
P -1.09487 3.36193 -0.76477 -0.16 0.17 0.03 0.8594
O -1.76777 4.32187 0.40993 0.14 -0.09 0.09 -0.3442
O -2.42336 3.25059 -1.68518 0.03 -0.05 -0.08 -0.3461
O -1.77316 0.28125 -6.08172 0.06 0.01 -0.02 -0.0018
O 5.20771 -4.45452 2.46271 -0.01 0.01 0.01 0.0548
O -1.42636 -2.83925 -5.85386 -0.05 -0.03 0.05 -0.0036
O -0.33063 4.57019 -1.55657 -0.04 -0.05 0.11 -0.3364
O 2.88884 -3.20611 1.76290 0.01 0.04 0.01 -0.0179
O 2.52579 -2.96421 -0.42709 0.47 -1.65 -0.18 -0.4085
O 2.53466 2.14442 0.38358 0.22 0.47 0.14 -0.4100
N -1.70982 -0.49550 4.24435 0.02 0.07 0.04 0.0541
N -2.65840 0.29336 0.12086 -0.02 0.09 0.02 0.2365
N -0.65687 -2.60177 0.69986 0.18 -0.04 0.15 0.1662
N 0.24649 2.86782 3.19147 0.00 -0.01 -0.03 0.1185
N -1.85102 -1.46523 3.27078 0.01 -0.08 -0.05 0.0322
N -0.38427 0.66359 2.68543 0.04 -0.03 -0.05 0.1601
N -1.91350 -2.72117 -2.43683 -0.03 0.03 -0.11 0.1631
N 3.66384 2.79048 0.55203 0.06 0.02 0.11 -0.2436
N 0.55548 1.15378 -3.62699 -0.08 -0.04 0.03 0.1258
N -0.87315 -1.08279 -4.42533 0.02 -0.02 0.06 0.1561
C 6.27827 -5.69422 0.73764 0.00 0.01 0.01 -0.0544
C -5.66924 1.19786 1.49490 0.02 0.01 0.00 -0.0431
C -1.15686 -4.54807 2.08167 -0.02 -0.07 -0.04 -0.0120
C 4.92990 4.28689 1.93037 -0.07 -0.03 0.00 -0.1030
C 4.32487 -4.35408 0.22813 -0.06 -0.01 0.05 -0.0476
C -1.61905 1.67133 6.09403 0.03 0.00 -0.04 -0.0282
C -5.53888 1.83727 -0.94135 -0.02 0.02 0.04 -0.0422
C -1.91781 -3.56227 -1.27001 -0.01 -0.01 0.05 -0.2165
C 0.20068 1.75994 2.39014 -0.04 0.08 0.00 -0.1713
C 1.96315 2.96551 -4.31128 -0.01 0.00 -0.02 -0.0777
C -2.42256 2.26737 -2.74082 0.06 0.01 0.01 -0.1197
C 0.96945 4.90175 -1.06617 -0.03 0.00 -0.03 -0.1491
C 0.55054 1.88208 -5.90005 0.00 0.01 0.01 -0.0259
C 5.46558 -5.62787 -1.51259 0.00 -0.01 -0.02 -0.1051
C -1.04582 0.55021 3.90711 -0.04 -0.04 0.02 -0.3063
C -0.35583 2.86508 4.43678 -0.05 -0.04 0.00 -0.1946
C 4.46111 -4.76809 -1.09347 -0.01 0.01 0.00 -0.0248
C -1.04937 -5.43675 1.09724 -0.02 0.05 0.05 -0.0394
C -0.83880 -2.16585 2.98530 -0.01 0.05 0.05 -0.1150
C -1.46248 -3.20463 -3.52172 -0.02 0.05 0.08 -0.2009
C -0.62058 -5.01752 -0.26851 0.00 0.01 -0.03 -0.1839
C 1.50621 2.84351 -5.61428 -0.01 -0.01 0.02 -0.0849
C 1.43825 2.10813 -3.35484 0.00 0.07 0.07 -0.1770
C -3.78892 0.49668 0.11407 0.14 -0.09 -0.08 -0.1802
C -1.08050 -4.62469 -3.70124 0.02 -0.07 0.00 -0.0048
C -5.94689 -0.56052 -0.28408 0.01 -0.01 0.00 -0.0450
C -1.00944 1.69726 4.84137 0.01 0.07 0.04 -0.0831
C 3.14292 -3.42643 0.57009 0.04 -0.16 0.12 -0.6947
C -0.31959 3.98502 5.26795 0.00 -0.01 0.00 -0.0302
C 4.69231 2.65714 -0.36570 0.03 0.02 -0.01 -0.7426
C 0.11107 1.04181 -4.88045 -0.02 0.06 -0.04 -0.2092
C -1.71405 -5.10776 -1.37264 -0.02 -0.01 0.05 -0.1933
C 5.98302 4.22450 1.01136 0.00 -0.02 -0.04 -0.1164
C -5.23857 0.74621 0.09385 -0.08 -0.02 0.02 -0.5863
C -0.61443 -3.47570 -0.44512 0.07 -0.03 0.00 -0.2289
C -1.29086 -2.30511 -4.74584 0.03 0.05 -0.07 -0.4845
C 5.26201 -4.83184 1.15193 0.02 0.00 -0.01 -0.2584
C -1.20542 -5.51065 -2.71740 0.02 0.02 -0.04 -0.0524
C -1.57977 2.77608 6.92395 -0.03 -0.01 0.03 -0.1013
C 5.85156 3.42995 -0.09599 0.02 0.05 0.06 -0.1245
C -2.61629 3.66724 1.34484 -0.02 0.03 -0.09 -0.1678
C -0.94670 -0.00847 -5.20876 -0.07 -0.04 0.03 -0.4910
C -0.93025 3.93511 6.50549 0.02 0.03 -0.01 -0.1035
C 3.80338 3.55519 1.65955 0.00 0.05 -0.03 -0.0539
C 6.38214 -6.09454 -0.58371 0.00 0.00 0.00 -0.1193
C -0.88570 -3.11524 1.83515 -0.06 0.09 -0.10 -0.2704
H -3.45273 1.95913 -2.89287 -0.01 0.00 -0.03 0.0632
H 0.12630 1.75956 -6.88706 0.00 0.00 0.00 0.1050
H -6.75117 1.34787 1.51091 0.00 0.00 -0.01 0.0824
H -5.37269 1.46397 -1.95071 0.00 -0.01 -0.01 0.0808
H 4.97980 4.87639 2.83465 0.00 0.00 0.00 0.0872
H -0.90142 4.80470 7.15047 0.00 0.00 0.00 0.0952
H -1.24986 -6.48935 1.27953 0.01 0.00 0.00 0.1036
H 1.74667 2.19207 -2.31705 0.09 -0.03 -0.05 0.0458
H 2.94245 3.51801 2.31005 0.01 0.01 0.01 0.1076
H 5.95843 -4.85792 2.91033 0.00 0.00 -0.01 0.0911
H -7.02419 -0.38681 -0.33869 0.00 0.01 0.00 0.0822
H 1.45736 5.50138 -1.83270 0.02 -0.03 0.00 0.0814
H -6.58408 2.14360 -0.85257 0.00 -0.02 0.00 0.0852
H -5.59865 -0.92084 -1.25209 0.00 0.00 0.00 0.0928
H 6.64894 3.34226 -0.81980 0.00 0.00 0.00 0.0870
H 0.88866 5.49288 -0.14807 0.00 0.02 -0.03 0.0747
H -4.89729 2.70737 -0.79632 -0.02 0.00 0.00 0.0735
H 0.67451 3.70262 2.82865 -0.02 0.02 0.00 0.1369
H -1.82135 1.39652 -2.48097 0.04 -0.05 0.01 0.0623
H 3.73268 -4.37471 -1.79065 0.00 0.00 0.00 0.1134
H 7.18030 -6.76535 -0.88038 0.00 0.00 0.00 0.0897
H 0.32325 -5.50494 -0.53231 -0.01 -0.01 0.01 0.1472
H -0.72427 -4.89936 -4.68477 0.00 -0.01 0.01 0.1006
H 2.71291 3.69284 -4.02797 0.00 0.00 -0.01 0.0937
H 1.88507 3.49260 -6.39616 0.00 0.00 0.00 0.0923
H 6.99716 -6.04913 1.47196 0.00 0.00 0.00 0.0990
H -2.57871 -5.71626 -1.08239 0.00 0.00 -0.03 0.1332
H -0.94227 -6.55359 -2.87504 0.01 0.00 0.01 0.0999
H 0.12074 -2.04665 3.49618 0.00 0.00 0.00 0.1320
H -2.12551 0.76119 6.38612 0.00 0.00 0.00 0.1049
H -5.40391 0.44881 2.24151 0.00 0.00 0.00 0.0911
H -1.44521 -4.84253 3.08361 0.00 0.00 0.00 0.0983
H -2.03762 2.71246 -3.65730 0.02 -0.01 -0.01 0.0853
H 0.23371 -3.16566 -1.05262 -0.10 -0.02 -0.14 0.1208
H 6.89495 4.78583 1.17483 0.00 0.00 0.00 0.0916
H -5.18469 2.13664 1.76584 -0.01 -0.01 0.00 0.0709
H -2.77513 -3.30364 -0.64456 0.02 -0.01 0.01 0.1420
H -3.65994 3.78035 1.03685 0.01 0.01 0.00 0.0661
H -5.75225 -1.33399 0.45966 0.00 0.00 0.00 0.0884
H -2.05701 2.74307 7.89514 0.00 0.00 0.00 0.0924
H 0.18822 4.88241 4.93368 0.00 0.00 0.00 0.1081
H 0.73734 1.87556 1.45469 -0.02 0.00 -0.04 0.0687
H 5.53230 -5.92423 -2.55193 0.00 0.00 0.00 0.0906
H -2.40114 2.59792 1.41774 0.06 -0.03 0.05 0.0442
H -2.48416 4.13431 2.32218 0.02 -0.01 0.01 0.0763
H 1.56165 4.00593 -0.86220 0.02 -0.03 0.01 0.0451
```
Positions in Å, forces in eV/Å.

Calculated values
Energy, hartree: -3764.95074
HOMO-LUMO gap, eV: 6.19
Multiplicity: 1
ΔE to the lowest compared entry with this formula, charge and spin, eV: 0.2036
Net charge: -2

Record 3
Formula: C18H25N3O12
Source: OMol25
Level of theory: the ωB97M-V functional and the def2-TZVPD basis

The geometry in XYZ format:
```
58
Properties=species:S:1:pos:R:3:forces:R:3:nbo_charge:R:1
O 6.66391 1.23643 -6.22023 0.39 -3.30 -1.90 -0.4595
O 0.65710 -7.38195 1.92091 1.47 1.37 3.67 -0.6106
O -2.02941 -0.36789 -5.88433 0.41 1.70 0.80 -0.4918
O -3.22525 -0.70998 -7.80889 1.89 1.11 1.30 -0.5904
O 0.20995 4.18707 5.75961 0.40 0.27 0.42 -0.4907
O -1.25405 0.30416 -7.76835 2.32 2.50 -3.83 -0.4672
O 2.38602 -6.81587 3.25794 4.02 0.08 -2.43 -0.4859
O 1.01947 6.23845 6.28609 -0.53 -1.60 0.04 -0.4965
O 6.12147 1.98624 -4.23986 0.13 1.78 -0.79 -0.4674
O -0.82144 5.39557 7.38329 1.71 -0.28 -1.15 -0.5635
O 6.65809 3.43364 -5.90675 0.10 -3.85 1.67 -0.6157
O 0.47122 -6.76182 4.06701 -4.12 0.74 2.27 -0.4600
N -5.73197 1.39946 5.85068 0.33 0.01 0.00 -0.3313
N -6.39710 -0.60854 -0.98270 0.06 0.25 -0.25 -0.3459
N 0.52782 -1.50750 -0.14266 2.58 -0.26 -3.68 -0.3462
C 6.53960 2.25703 -5.47490 -0.57 7.63 -0.78 0.9564
C -2.25725 -0.23603 -7.22980 -4.00 -3.18 1.27 0.9703
C -0.97134 -1.32664 2.00169 1.58 0.43 -0.83 -0.7108
C 1.27619 4.37299 4.82294 -0.02 1.34 -0.22 -0.0969
C 2.60122 -6.02425 4.38641 -1.50 -1.19 1.79 -0.0935
C 1.93674 5.73863 5.28213 -0.32 -0.36 0.42 -0.1008
C -0.78998 0.39313 -5.57852 0.31 -1.32 -0.24 -0.1073
C -5.69748 3.15735 3.89137 1.71 -0.85 0.40 -0.7231
C 0.07029 5.26109 6.58260 -0.79 1.06 0.13 0.9711
C -7.10343 -1.58707 -3.27101 0.00 0.17 0.32 -0.7232
C -5.66101 2.16005 4.99407 -1.57 0.35 -0.75 0.2848
C -0.41083 1.00774 -6.90391 1.09 -0.49 0.80 -0.0949
C 1.35524 -6.59708 5.11251 0.33 1.82 2.69 -0.1050
C 6.20824 0.03571 -5.56625 -0.31 1.03 1.87 -0.1006
C -6.66900 -0.98355 -2.03423 0.53 -0.47 1.27 0.2918
C 5.84010 0.64374 -4.16544 0.32 -1.67 1.57 -0.1091
C -0.11561 -1.44024 0.76573 -3.25 0.35 4.76 0.2922
C 1.11952 -6.99110 3.02244 -1.02 -2.59 -7.46 0.9615
H -0.43897 2.09710 -6.92838 -0.70 -0.07 -0.48 0.1940
H -0.02608 -0.36183 -5.39247 -0.26 -0.09 0.56 0.1871
H 0.61539 0.70156 -7.10690 -0.03 0.25 -0.39 0.1942
H 4.83965 0.53941 -3.74555 -0.24 -0.37 -0.63 0.1971
H 2.93112 5.63746 5.71694 -0.12 -0.36 0.27 0.1889
H 2.04844 6.53630 4.54773 -0.40 -0.39 -0.39 0.2009
H 6.51776 0.34703 -3.36492 -0.03 -1.05 -0.12 0.1868
H -0.37979 -0.83927 2.77670 0.24 -0.03 -0.04 0.2446
H -5.72363 4.15414 4.33163 -0.11 -0.06 -0.36 0.2564
H -0.75320 1.13959 -4.78509 -1.06 -0.41 0.24 0.2060
H 1.38465 -7.55656 5.62887 0.94 -0.03 -0.01 0.1992
H -1.76170 -0.60627 1.79075 -0.48 -0.73 0.05 0.2600
H 7.04004 -0.64770 -5.39547 -0.22 -0.13 -0.68 0.2067
H -6.38427 -2.30685 -3.66191 0.17 0.42 -0.12 0.2616
H 3.53520 -6.22037 4.91301 -0.02 -0.22 -0.45 0.2123
H 5.33154 -0.36916 -6.07180 0.42 -0.10 -0.19 0.2053
H -7.26483 -0.70879 -3.89606 -0.39 -0.65 -0.71 0.2586
H 1.91376 3.48995 4.78007 0.15 0.24 0.48 0.2003
H -1.18824 -2.32477 2.38220 -0.68 0.25 -0.29 0.2602
H 2.49685 -4.96155 4.16761 -0.03 0.02 -0.07 0.1867
H -7.98603 -2.16516 -2.99728 -0.34 0.30 -0.51 0.2572
H -4.72236 2.95133 3.45003 0.46 0.77 -0.10 0.2487
H -6.31405 3.01021 3.00464 -0.83 -0.24 0.80 0.2644
H 0.83357 4.47536 3.83213 -0.07 0.09 0.00 0.1870
H 0.92808 -5.88035 5.81390 -0.08 -0.01 0.02 0.1954
```
Positions in Å, forces in eV/Å.

Calculated values
Energy, hartree: -1767.91129
HOMO-LUMO gap, eV: 10.57
Multiplicity: 1
SMILES string: O=C1OCCO1.O=C1OCCO1.O=C1OCCO1.O=C1OCCO1.CC#N.CC#N.CC#N
ΔE to the lowest compared entry with this formula, charge and spin, eV: 3.7407